Here is an isolated molecule of C4H10N2O at a distorted geometry from the OMol25 dataset. Energies are from ωB97M-V/def2-TZVPD.

CARTESIAN COORDINATES (ANGSTROEM)
1 C 1.0974 -2.0900 0.8478
2 N 0.9061 -0.9209 -0.0178
3 C 0.9028 0.3115 0.6494
4 C 0.0997 1.4497 -0.1806
5 N -1.2466 0.8798 -0.4033
6 C -1.9852 1.0313 -1.5294
7 O -1.5786 1.6547 -2.4849
8 H 1.0816 -1.8041 1.9114
9 H 0.2209 -2.7643 0.7378
10 H 1.8976 -2.7240 0.4751
11 H 0.2818 -1.1572 -0.7695
12 H 0.4999 0.3284 1.6630
13 H 1.8457 0.8807 0.7244
14 H 0.4898 1.5642 -1.1969
15 H 0.1629 2.2115 0.5884
16 H -1.6749 0.5939 0.4782
17 H -3.0009 0.5546 -1.4930

Cartesian forces, eV/Å:
-1.515 -0.495 -0.764
1.153 -1.650 0.789
-0.787 3.171 -2.023
-0.231 -3.448 0.660
-0.008 0.488 1.613
-0.052 0.489 0.250
-0.214 -0.243 -0.412
0.700 -0.225 -0.431
0.130 0.301 0.162
0.678 0.212 0.701
-0.325 0.949 0.133
-0.357 -0.402 0.218
0.513 -0.934 0.087
0.406 0.692 0.624
-0.476 1.096 -0.853
-0.235 -0.172 -0.810
0.620 0.172 0.057

Output
Maximum force = 3.8 eV Å⁻¹
Multiplicity = 1
Net charge = 0
Gap between HOMO and LUMO = 0.34793 hartree
E_tot = -343.120210 Eh
LUMO energy = 0.85 eV
Energy relative to the best compared isomer or geometry (same formula, charge and spin) = 51.0 kcal/mol